The following is a DFT calculation (the ωB97M-V functional and the def2-TZVPD basis) of 9 unconnected molecules or ions with the total composition C28H57Br16N2 at a distorted geometry.

Each line ends with the Löwdin charge.
Atoms and positions in Å:
C: 7.92 -3.38 -0.72  -0.12
C: 8.18 -1.88 -0.84  -0.27
C: 7.25 -1.22 -1.87  -0.21
C: 7.75 0.18 -2.26  -0.23
C: 7.16 1.30 -1.39  -0.21
C: 5.63 1.45 -1.50  -0.20
C: 5.02 2.02 -0.20  -0.22
C: 4.65 0.92 0.79  -0.21
C: 3.48 -0.01 0.32  -0.18
C: 2.20 0.69 -0.17  -0.35
N: 1.23 -0.10 -0.89  -0.20
C: 1.79 -0.68 -2.11  -0.35
C: 1.42 -2.14 -2.17  -0.25
N: 1.94 -3.05 -1.44  0.06
H: 8.24 -3.80 0.24  0.06
H: 8.39 -3.93 -1.54  0.07
H: 6.84 -3.56 -0.78  0.07
H: 9.21 -1.73 -1.19  0.10
H: 8.10 -1.38 0.13  0.10
H: 7.20 -1.89 -2.73  0.11
H: 6.25 -1.18 -1.43  0.10
H: 8.83 0.22 -2.11  0.06
H: 7.55 0.38 -3.33  0.10
H: 7.48 1.17 -0.35  0.11
H: 7.60 2.24 -1.74  0.09
H: 5.43 2.17 -2.30  0.11
H: 5.16 0.51 -1.77  0.09
H: 4.19 2.68 -0.44  0.08
H: 5.80 2.64 0.27  0.10
H: 4.45 1.34 1.78  0.01
H: 5.54 0.28 0.88  0.10
H: 3.88 -0.70 -0.43  0.07
H: 3.20 -0.63 1.18  0.11
H: 1.69 1.06 0.73  0.05
H: 2.48 1.60 -0.76  0.09
H: 2.88 -0.56 -2.21  0.09
H: 1.35 -0.19 -3.01  -0.02
H: 0.63 -2.40 -2.90  0.08
H: 1.49 -3.94 -1.67  0.02
Br: -3.00 -1.26 1.52  0.54
C: -1.79 -0.33 0.29  -0.68
C: -0.54 0.14 0.98  -0.69
Br: -0.89 1.73 2.07  0.56
H: -2.36 0.48 -0.15  0.04
H: -1.54 -1.06 -0.47  0.05
H: 0.23 0.44 0.24  -0.04
H: -0.11 -0.61 1.64  0.06
Br: 8.59 3.17 -6.38  0.61
C: 8.53 3.30 -4.44  -0.70
C: 9.91 3.42 -3.85  -0.69
Br: 10.84 1.71 -3.85  0.62
H: 7.99 2.43 -4.08  0.02
H: 7.95 4.20 -4.23  0.06
H: 9.85 3.71 -2.81  0.06
H: 10.54 4.12 -4.39  0.05
Br: 1.96 3.93 1.82  0.64
C: 1.72 3.83 3.74  -0.72
C: 3.06 3.98 4.40  -0.68
Br: 3.99 2.28 4.21  0.67
H: 1.28 2.86 3.97  0.01
H: 1.01 4.62 3.99  0.06
H: 2.98 4.16 5.47  0.05
H: 3.66 4.76 3.95  0.04
Br: -5.19 -0.22 6.60  0.63
C: -3.98 0.70 5.38  -0.67
C: -2.73 1.15 6.08  -0.69
Br: -3.06 2.73 7.17  0.58
H: -4.54 1.52 4.94  0.06
H: -3.74 -0.03 4.61  0.04
H: -1.98 1.46 5.35  0.04
H: -2.32 0.39 6.73  0.05
Br: -9.64 1.53 5.96  0.60
C: -9.90 -0.33 5.46  -0.70
C: -8.61 -0.98 5.02  -0.69
Br: -8.10 -0.41 3.23  0.63
H: -10.66 -0.35 4.68  0.05
H: -10.28 -0.82 6.35  0.06
H: -8.73 -2.06 4.96  0.06
H: -7.77 -0.74 5.67  -0.03
Br: -10.17 -1.35 -2.96  0.59
C: -9.14 -0.86 -1.38  -0.68
C: -9.50 -1.71 -0.20  -0.69
Br: -11.22 -1.21 0.57  0.60
H: -9.32 0.20 -1.21  0.05
H: -8.10 -1.01 -1.65  0.06
H: -8.78 -1.58 0.60  0.01
H: -9.58 -2.77 -0.45  0.02
Br: -11.50 -5.89 1.15  0.60
C: -12.26 -4.95 -0.38  -0.70
C: -12.01 -5.69 -1.67  -0.69
Br: -10.17 -5.49 -2.27  0.60
H: -11.83 -3.96 -0.38  -0.01
H: -13.33 -4.89 -0.18  0.06
H: -12.62 -5.28 -2.46  0.06
H: -12.19 -6.76 -1.59  0.05
Br: -0.07 -0.44 -5.59  0.63
C: -1.63 0.49 -4.91  -0.70
C: -1.27 1.91 -4.57  -0.71
Br: -0.22 1.95 -2.93  0.71
H: -1.97 -0.07 -4.05  0.05
H: -2.38 0.44 -5.70  0.05
H: -2.17 2.50 -4.38  0.05
H: -0.68 2.38 -5.34  0.04

Output
orbital gap: 4.349 eV
energy above the lowest of the compared OMol25 structures with the same formula, charge and spin: 0.0 kJ/mol
E_LUMO: 1.56 eV
calculated total energy: -1153620.661 eV
total charge: -1